Record 1
143
Properties=species:S:1:pos:R:3:forces:R:3 method="wB97M-V/def2-TZVPD" total_charge=+1 homo_ev=-11.06
C -5.5117 -1.1651 -2.6114 0.3 -0.8 0.1
C -3.9867 -1.0538 -3.1789 -1.5 -1.6 -1.0
N -3.0503 -0.6386 -2.0998 1.2 1.9 0.8
B -2.7509 -1.7367 -1.0640 0.8 -2.9 2.7
O -3.5037 -1.8999 0.1297 2.3 1.2 -2.1
O -1.6838 -2.6677 -1.3229 -2.5 2.8 -1.3
C -2.4690 0.5508 -2.0081 -1.8 0.1 -1.7
N -2.7192 1.4993 -3.0831 1.8 -1.0 0.1
N -3.7333 2.3917 -2.9512 -2.2 0.8 0.1
C -3.8999 3.0936 -1.6568 -0.6 1.7 0.3
C -4.9848 2.0828 -3.6414 -3.8 -1.3 1.1
C -5.1844 1.9794 -5.2224 0.4 1.1 0.4
O -6.0274 1.9256 -2.9471 3.6 1.0 -1.9
C -1.4645 1.9367 -3.7729 2.2 -0.4 -0.2
C -1.6672 3.0638 -4.8888 -0.5 0.4 -0.4
C -1.9695 4.5392 -4.4109 -1.6 0.9 0.5
F -0.9374 5.4973 -4.6618 -0.9 -1.6 0.2
B -1.1166 0.6062 -4.7053 0.5 -1.7 -0.9
O -2.0547 0.2321 -5.7661 1.7 1.5 1.3
O 0.0033 -0.2454 -4.5320 -1.8 1.6 -1.1
C 0.3327 -0.9506 -5.7807 0.6 -1.2 -0.8
C -0.2340 2.2452 -2.7499 0.4 0.9 0.5
F -0.4313 3.5094 -2.0290 -0.5 -1.3 -0.9
C 1.1737 2.4218 -3.5044 0.0 -1.0 -0.3
C 2.1059 3.5876 -2.9576 0.5 0.6 -0.8
C 2.0213 4.9591 -3.8257 0.9 -0.3 0.1
Cl 3.8581 2.9871 -3.2099 -1.0 0.1 0.3
C -0.1616 1.1575 -1.5406 2.0 -0.4 -2.5
C 1.0239 1.4287 -0.5089 0.7 0.0 0.5
O 2.2460 0.8211 -1.0517 -1.0 -1.1 0.8
C 2.3659 -0.5239 -0.6033 -0.1 -3.1 0.4
C 3.1980 -0.7372 0.7629 0.0 0.8 -1.3
O 1.8753 -1.5024 -1.1850 1.1 3.6 1.1
N -1.5094 0.9326 -0.9990 -0.3 0.0 -0.2
S -1.9484 1.2186 0.5607 -5.2 -7.4 4.6
O -3.4452 0.9855 0.6886 4.0 2.1 -1.7
O -1.3527 0.1481 1.4625 0.5 3.8 -2.7
C -1.6572 2.8491 1.3815 -1.1 4.3 0.4
F -2.8701 3.5915 1.2356 2.6 -1.9 -0.1
F -0.6559 3.6690 0.8564 -1.5 -2.0 0.8
C -1.4734 2.7731 2.9990 -1.9 1.1 0.9
F -2.3665 1.8668 3.5949 2.5 1.7 -1.6
F -1.9060 4.0524 3.4519 1.3 -2.6 -1.0
C 0.0316 2.6326 3.4886 2.1 -0.1 3.2
F -0.0295 2.4882 4.9009 -0.1 0.3 -3.2
F 0.8059 3.7986 3.2961 -2.1 -3.0 -0.3
F 0.7148 1.5103 3.0288 -1.6 2.6 0.3
H -5.7082 -2.2697 -2.3556 0.4 1.7 -0.2
H -5.6071 -0.5518 -1.6621 -0.2 -0.6 -1.4
H -6.2828 -0.9032 -3.4124 1.3 0.0 1.2
H -3.7045 -2.1408 -3.4411 -0.1 1.7 0.4
H -3.9092 -0.4742 -4.1479 0.2 -0.2 1.6
H -2.8242 -1.9490 0.8459 -0.9 -0.3 -0.3
H -1.4805 -2.5473 -2.2833 0.6 -0.4 1.0
H -4.3370 4.1337 -1.8951 0.7 -1.5 0.4
H -2.8681 3.2871 -1.2282 -1.3 -0.3 -0.5
H -4.6365 2.6203 -0.9290 1.3 0.3 -0.9
H -4.7525 2.9369 -5.6967 -0.4 -1.6 0.6
H -4.7216 1.0586 -5.6941 -0.5 1.2 0.6
H -6.3090 2.0307 -5.4438 1.8 -0.4 0.6
H -0.7827 3.1152 -5.6256 -1.1 -0.2 1.3
H -2.5564 2.7370 -5.5429 1.3 0.4 1.2
H -2.2507 4.6353 -3.3008 0.8 -0.4 -1.7
H -2.8997 4.9159 -4.9760 1.5 -0.5 0.6
H -1.8968 0.8498 -6.5098 -0.5 -0.5 0.3
H 1.3716 -1.4047 -5.7023 -1.4 0.7 0.3
H -0.4094 -1.8046 -5.9591 1.1 1.4 0.2
H 0.3628 -0.2334 -6.6711 -0.2 -1.0 1.3
H 1.6855 1.3926 -3.4491 -0.6 1.7 0.1
H 1.0432 2.6081 -4.6330 0.0 -0.2 1.8
H 2.0341 3.8107 -1.8518 -0.1 -0.4 -1.5
H 1.4611 4.7861 -4.8017 0.5 0.4 1.5
H 3.0887 5.2561 -4.1342 -1.6 -0.5 0.6
H 1.6270 5.8222 -3.2044 0.1 -1.2 -0.9
H 0.1498 0.1808 -2.0769 -0.5 1.3 1.0
H 0.8898 0.9580 0.5174 -0.5 0.6 -1.2
H 1.2818 2.5217 -0.3436 -0.6 -1.4 -0.5
H 2.6020 -0.2303 1.5913 1.0 -0.6 -0.9
H 4.2156 -0.2350 0.5838 -1.6 -0.5 0.6
H 3.3734 -1.8369 0.9820 -0.6 1.5 -0.4
C 3.3817 -5.1167 -4.5970 0.2 0.0 0.1
C 1.9811 -4.5625 -4.4273 0.1 -0.3 -0.3
O 1.3258 -4.4840 -5.6881 -0.1 0.2 0.0
H 3.9648 -4.4848 -5.2715 -0.1 0.0 0.1
H 3.8975 -5.1766 -3.6357 0.0 0.0 -0.1
H 3.3509 -6.1152 -5.0421 0.0 0.0 0.1
H 2.0174 -3.5565 -4.0025 -0.1 0.0 -0.1
H 1.3880 -5.1979 -3.7612 0.1 0.1 0.2
H 1.2891 -5.3803 -6.0547 -0.2 0.1 0.0
C 0.7403 0.2009 7.4121 0.0 -0.2 -0.1
C 0.8070 0.9848 8.7071 -0.2 0.1 -0.4
O 1.4369 2.2436 8.4909 0.2 0.2 0.1
H 1.7438 0.0408 7.0084 0.0 0.0 0.1
H 0.2640 -0.7691 7.5681 0.0 0.1 0.0
H 0.1763 0.7523 6.6543 -0.1 0.0 0.1
H 1.3891 0.4406 9.4536 0.0 0.2 0.0
H -0.1955 1.1585 9.1104 0.0 -0.2 0.1
H 0.9128 2.7232 7.8375 0.1 -0.1 0.1
C 1.8137 -3.1123 10.4318 0.1 0.1 0.1
C 0.4297 -2.5365 10.6567 0.1 -0.4 -0.1
O -0.2596 -2.4148 9.4171 -0.2 0.2 -0.1
H 2.3887 -2.4751 9.7559 0.0 -0.1 0.1
H 2.3561 -3.2051 11.3756 0.0 0.0 -0.1
H 1.7514 -4.0988 9.9635 0.0 0.0 0.1
H 0.4974 -1.5426 11.1038 -0.2 0.0 -0.1
H -0.1565 -3.1761 11.3241 0.1 0.1 0.2
H -0.3244 -3.2973 9.0310 0.0 0.2 0.1
C -6.9515 1.5702 -9.9339 -0.1 0.1 0.0
C -5.8370 1.9524 -8.9809 -0.1 -0.3 -0.3
O -5.6855 0.9558 -7.9727 0.2 -0.1 0.2
H -7.8941 1.4527 -9.3937 0.1 0.1 0.0
H -7.0811 2.3296 -10.7080 0.0 -0.1 0.0
H -6.7375 0.6113 -10.4146 0.1 0.1 -0.1
H -6.0647 2.8993 -8.4869 0.1 -0.1 0.1
H -4.8872 2.0606 -9.5143 0.0 0.2 -0.1
H -5.4757 0.1234 -8.4154 -0.1 0.1 0.1
C 6.1401 -1.8246 10.8540 0.1 -0.1 0.1
C 6.0763 -1.6467 9.3504 -0.1 0.2 0.3
O 4.7250 -1.7097 8.9029 -0.2 -0.1 -0.3
H 5.7043 -2.7841 11.1447 0.1 0.0 -0.1
H 7.1720 -1.7838 11.2084 -0.1 0.1 0.0
H 5.5636 -1.0455 11.3612 0.1 0.1 0.0
H 6.6349 -2.4388 8.8477 -0.2 0.0 -0.1
H 6.5005 -0.6833 9.0536 0.2 -0.1 0.1
H 4.2392 -1.0015 9.3442 0.1 -0.1 -0.1
C -0.7861 -9.0027 -5.5450 0.0 0.0 0.1
C -1.0568 -7.8131 -6.4447 0.1 -0.4 0.0
O 0.1693 -7.2501 -6.9005 0.2 0.3 0.0
H -0.1812 -8.7034 -4.6853 -0.1 0.0 0.0
H -1.7198 -9.4399 -5.1841 0.1 0.0 0.0
H -0.2217 -9.7718 -6.0799 -0.1 0.0 0.0
H -1.6012 -7.0388 -5.9006 0.2 0.1 -0.1
H -1.6525 -8.1086 -7.3137 -0.1 0.0 0.1
H 0.6419 -7.9366 -7.3883 -0.1 0.2 0.1
C 8.0614 3.4703 10.2854 0.1 0.1 0.0
C 8.2954 2.0103 9.9513 -0.3 0.2 0.0
O 7.3421 1.1922 10.6205 0.0 -0.2 0.1
H 8.1349 3.6331 11.3635 0.1 0.0 -0.1
H 8.7914 4.1083 9.7818 -0.1 0.0 0.0
H 7.0566 3.7800 9.9837 0.1 0.0 -0.1
H 9.2909 1.6994 10.2736 -0.2 -0.1 0.0
H 8.2118 1.8383 8.8732 0.2 0.1 0.0
H 6.4647 1.4662 10.3244 0.2 0.0 0.1

***

Record 2
67
Properties=species:S:1:pos:R:3:forces:R:3 method="wB97M-V/def2-TZVPD" total_charge=+2 multiplicity=2 homo_ev="-12.67 / -12.65" e_above_lowest_kj_mol=18.0
Ru 1.1557 -0.2671 -0.2527 0.2 -0.6 0.3
O 3.9659 2.7322 -2.2271 0.0 0.0 0.0
C 2.9582 2.0350 -1.7502 -0.1 0.0 0.0
O 2.8870 0.8225 -1.7749 0.0 0.0 0.0
C 1.8932 2.8989 -1.1114 0.0 0.1 0.1
O 0.6704 2.1984 -1.0272 0.0 -0.3 -0.3
C -0.2241 2.5208 -2.0955 -0.1 0.1 0.0
C -1.1663 1.3390 -2.2785 0.1 -0.1 0.1
O -2.4614 1.4711 -2.2994 0.0 0.0 -0.1
O -0.6592 0.2396 -2.3978 -0.1 0.0 -0.1
H 4.6562 2.1422 -2.5735 0.0 0.0 0.0
H 2.2262 3.1142 -0.0924 0.0 0.0 0.0
H 1.7984 3.8472 -1.6415 0.0 0.0 0.0
H -0.7231 3.4612 -1.8705 0.0 0.0 0.0
H 0.3177 2.6218 -3.0414 0.0 0.0 0.0
N 1.3028 -1.5066 -2.0598 -0.1 0.2 0.2
N 1.5981 -2.8578 -1.8118 0.1 -0.1 0.0
C 2.0116 -3.2286 -0.6018 -0.1 0.1 0.1
N 2.3767 -4.4825 -0.3964 0.1 -0.1 0.0
S 2.0395 -2.1110 0.7141 -0.2 0.2 -0.3
H 0.4345 -1.4022 -2.5814 0.0 -0.1 0.0
H 2.0697 -1.0899 -2.5858 -0.1 0.1 -0.1
H 1.5972 -3.4979 -2.5941 0.0 0.0 0.0
H 2.4161 -5.1701 -1.1328 0.0 0.0 0.0
H 2.6516 -4.7723 0.5287 0.0 0.0 0.0
C -3.7499 -2.3517 -0.0256 0.0 0.1 -0.1
C -2.2741 -2.2595 -0.4094 0.2 0.0 0.0
C -1.6139 -3.6301 -0.3838 -0.1 0.0 0.1
Sb -1.3101 -0.6512 0.7096 0.0 0.1 -0.2
C -3.1641 2.7568 -2.1429 0.0 0.0 0.0
C -4.5747 2.3852 -1.7481 0.0 0.0 0.0
C -3.0932 3.5313 -3.4409 0.0 0.0 0.0
C -1.3501 -1.2252 2.8214 0.1 0.1 -0.1
C -2.7748 -1.6220 3.1993 0.0 0.0 0.0
C -0.3407 -2.2493 3.3118 0.0 -0.1 -0.1
H -4.2820 -2.9300 -0.7847 0.0 0.0 0.0
H -4.2344 -1.3748 0.0359 0.0 0.0 0.0
H -3.8900 -2.8597 0.9255 0.0 0.0 0.0
H -2.2189 -1.8405 -1.4198 0.1 0.0 0.0
H -1.6855 -4.0821 0.6077 0.0 0.0 0.0
H -0.5623 -3.5854 -0.6557 0.1 0.0 0.0
H -2.1134 -4.3045 -1.0851 0.0 0.0 0.0
H -2.6835 3.2911 -1.3217 0.0 0.0 0.0
H -5.0350 1.7738 -2.5234 0.0 0.0 0.0
H -5.1677 3.2909 -1.6257 0.0 0.0 0.0
H -4.5826 1.8364 -0.8076 0.0 0.0 0.0
H -3.6549 3.0166 -4.2200 0.0 0.0 0.0
H -2.0674 3.6663 -3.7884 0.0 0.0 0.0
H -3.5293 4.5198 -3.2994 0.0 0.0 0.0
H -1.1231 -0.2640 3.2910 0.0 0.0 0.0
H -3.0153 -2.6225 2.8420 0.0 0.0 0.0
H -3.5296 -0.9301 2.8202 0.0 0.0 0.0
H -2.8633 -1.6379 4.2879 0.0 0.0 0.0
H -0.5001 -3.2254 2.8478 0.0 0.0 0.0
H -0.4495 -2.3795 4.3918 0.0 0.0 0.0
H 0.6869 -1.9433 3.1190 0.0 0.0 0.0
S 1.2472 0.9927 1.7443 -0.1 0.1 0.1
C 2.8304 1.1917 2.2803 0.1 0.0 0.0
N 3.1193 1.7358 3.4506 0.0 0.0 0.0
C 4.5180 2.0693 3.7135 0.0 0.0 0.0
C 5.3348 1.1530 2.8073 0.0 0.0 0.0
S 4.2552 0.7866 1.3800 0.0 0.0 0.0
H 2.3754 2.0534 4.0563 0.0 0.0 0.0
H 4.7478 1.8919 4.7621 0.0 0.0 0.0
H 4.6945 3.1227 3.4872 0.0 0.0 0.0
H 5.5889 0.2140 3.2937 0.0 0.0 0.0
H 6.2427 1.6313 2.4511 0.0 0.0 0.0

***

Record 3
110
Properties=species:S:1:pos:R:3:forces:R:3 method="wB97M-V/def2-TZVPD" total_charge=0 homo_ev=-10.81 e_above_lowest_kj_mol=34.4 smiles="CCOC(=O)C(F)(F)F.CCOC(=O)C(F)(F)F.CCOC(=O)C(F)(F)F.CCOC(=O)C(F)(F)F.CCOC(=O)C(F)(F)F.ClCCCl.ClCCCl.ClCCCl.ClCCCl.ClCCCl"
C -3.9462 3.4092 1.8039 0.4 -0.3 -0.8
C -3.2409 3.3818 3.1323 -0.2 -1.6 0.3
O -3.9762 4.2475 4.0134 -0.4 0.7 0.2
C -3.6269 4.2822 5.2918 0.8 0.1 -1.6
O -2.6207 3.8018 5.7214 -0.2 -0.2 0.8
C -4.6011 5.1383 6.1031 0.2 0.3 0.6
F -3.8974 6.1034 6.7123 0.0 -0.1 0.1
F -5.5506 5.7357 5.4005 -0.1 -0.2 -0.3
F -5.1799 4.3769 7.0357 -0.1 0.0 0.1
H -3.9142 4.3997 1.3488 -0.5 0.2 0.3
H -4.9398 2.9681 1.8596 -0.2 0.5 0.2
H -3.4531 2.7967 1.0447 0.4 -0.2 0.4
H -2.1615 3.5292 3.0785 -0.1 0.8 0.1
H -3.3380 2.4032 3.6184 0.1 -0.1 -0.4
C 0.3761 3.3268 7.3738 -0.4 0.0 -1.6
C 1.6826 3.2775 6.5857 0.6 0.0 2.1
O 1.4230 3.3152 5.1959 -0.8 0.3 -0.8
C 2.3399 3.8784 4.4313 0.2 -0.2 0.6
O 3.3780 4.3113 4.8139 0.8 0.5 0.0
C 2.0120 3.8631 2.9370 -0.6 -0.7 -0.7
F 0.8623 3.1877 2.7056 0.5 0.4 0.0
F 1.8939 5.0886 2.4155 0.0 -0.2 0.3
F 2.9976 3.2259 2.2781 -0.3 0.2 0.2
H -0.1290 4.2723 7.1686 0.1 0.1 0.1
H 0.4633 3.2169 8.4488 0.3 -0.3 0.0
H -0.2799 2.5869 6.9101 -0.2 -0.2 0.6
H 2.2641 2.3723 6.7834 -0.2 -0.1 0.0
H 2.3205 4.0921 6.9371 0.0 0.1 -0.6
C 1.4371 -5.7533 0.3005 -0.6 0.2 0.5
C 1.9622 -4.5686 1.0753 1.4 0.0 -0.4
O 1.0711 -4.2050 2.1380 -0.2 -0.9 0.7
C -0.0096 -3.5321 1.8323 0.5 1.5 -0.1
O -0.1991 -2.9676 0.7941 -0.4 -0.2 -0.7
C -0.9697 -3.2855 3.0239 0.7 -0.8 -0.7
F -1.4507 -2.0650 2.9711 -0.2 0.6 0.1
F -1.9812 -4.1451 2.9213 -0.5 -0.3 0.1
F -0.3468 -3.4823 4.1703 0.0 0.0 0.7
H 1.0978 -6.4947 1.0269 -0.2 0.0 -0.1
H 2.1652 -6.2507 -0.3342 0.2 0.4 -0.1
H 0.5947 -5.3770 -0.2815 -0.1 -0.5 -0.2
H 2.1828 -3.7097 0.4444 -0.4 0.1 0.0
H 2.9170 -4.8050 1.5466 -0.2 -0.1 0.4
C -0.7724 -0.9695 -5.2602 -0.1 -0.2 0.0
C -1.1910 -0.1431 -6.4572 0.7 0.1 -0.4
O -0.0068 0.1695 -7.2647 0.0 0.6 -0.1
C 0.4426 -0.7734 -8.0556 0.4 -0.4 0.6
O 0.0866 -1.9147 -8.0732 -0.3 -0.3 -0.3
C 1.6174 -0.3239 -8.9529 -0.6 -0.4 -0.3
F 1.2593 -0.5820 -10.2209 0.1 0.3 -0.1
F 1.9108 0.9577 -8.8309 0.2 0.3 0.0
F 2.7000 -1.0527 -8.6976 0.2 0.0 0.3
H -0.0357 -0.4293 -4.6636 0.0 0.0 0.0
H -0.3578 -1.9179 -5.6003 0.1 0.0 0.0
H -1.6072 -1.2221 -4.6054 -0.1 0.2 -0.1
H -1.5372 0.8553 -6.2105 -0.3 -0.1 0.2
H -1.8710 -0.6420 -7.1456 -0.2 -0.1 0.3
C 2.6866 -5.0440 5.0924 -0.1 0.0 0.8
C 3.4797 -3.7632 5.0805 1.2 -0.5 0.3
O 2.6637 -2.7200 4.5675 -1.1 0.8 0.0
C 3.2271 -1.5431 4.3232 0.7 -1.1 -0.9
O 4.4087 -1.3630 4.3294 0.0 0.7 0.3
C 2.2270 -0.4555 3.8424 0.5 -0.2 1.1
F 2.6244 0.0806 2.6928 -0.3 -0.2 0.0
F 0.9885 -0.9350 3.7353 0.1 0.3 -0.3
F 2.2456 0.5121 4.7857 -0.3 -0.1 -0.4
H 1.8606 -4.8475 5.7807 -0.3 -0.3 -0.3
H 3.2710 -5.8310 5.5727 0.2 0.1 -0.1
H 2.3308 -5.4276 4.1406 0.0 0.3 -0.1
H 4.4428 -3.8059 4.5646 -0.3 0.0 -0.5
H 3.7846 -3.5413 6.1090 -0.3 0.3 0.0
Cl -6.1783 -1.9747 -4.1875 -0.2 -0.1 0.4
C -4.8347 -0.8779 -4.5569 -0.3 0.4 -0.7
C -4.7001 0.2691 -3.5720 -0.2 -1.0 0.6
Cl -3.7266 1.5546 -4.3329 0.0 -0.1 0.4
H -5.0560 -0.4861 -5.5477 0.2 -0.1 0.0
H -3.9376 -1.4897 -4.5687 0.1 0.1 -0.1
H -4.2296 -0.1678 -2.6904 0.4 0.6 0.0
H -5.6463 0.6656 -3.2124 -0.1 0.2 -0.5
Cl -0.8571 2.2345 0.4437 -0.1 -0.1 0.1
C -0.0113 0.6604 0.2281 0.2 0.9 -0.5
C -0.6363 -0.1754 -0.8794 -0.2 -0.1 0.4
Cl -2.4359 -0.2428 -0.7906 0.4 -0.2 0.1
H 0.0997 0.2325 1.2182 -0.4 -0.4 -0.1
H 0.9741 0.9881 -0.1018 0.1 -0.3 0.0
H -0.2728 -1.1962 -0.7955 0.0 0.0 0.0
H -0.4057 0.2161 -1.8665 0.1 0.2 0.1
Cl -1.3466 -4.7331 -4.1328 -0.4 0.3 0.2
C 0.2661 -4.8618 -3.3844 0.0 0.5 0.0
C 0.8005 -3.4986 -2.9674 -0.3 0.7 -1.4
Cl 2.4049 -3.5922 -2.2164 0.1 -0.2 0.1
H 0.8412 -5.2049 -4.2380 0.5 -0.5 0.6
H 0.1935 -5.5280 -2.5318 0.1 -0.3 -0.3
H 0.1408 -2.8638 -2.3806 -0.1 -0.5 0.4
H 0.9508 -2.9498 -3.8993 0.1 0.1 0.1
Cl 0.1475 2.6985 -3.7709 -0.1 -0.3 0.2
C -0.8591 3.7137 -2.7025 -0.3 1.0 -0.4
C -1.7920 4.6131 -3.5217 0.2 -0.8 0.7
Cl -0.8624 5.8007 -4.4471 -0.1 0.2 -0.1
H -0.1850 4.3590 -2.1433 0.1 -0.1 0.0
H -1.4365 3.1407 -1.9823 0.1 -0.4 -0.3
H -2.4541 5.0932 -2.8014 0.1 0.4 -0.2
H -2.4075 4.0297 -4.1994 0.1 0.0 -0.1
Cl 2.9911 0.0912 -1.9101 0.1 0.0 0.1
C 4.1803 -0.2309 -3.2215 -0.6 -0.1 0.0
C 3.5690 0.2960 -4.5194 0.3 -0.6 0.4
Cl 4.8866 0.4561 -5.7042 -0.1 0.1 -0.2
H 4.2813 -1.3126 -3.2497 0.2 0.0 -0.1
H 5.1318 0.2211 -2.9641 -0.1 0.2 0.0
H 3.0343 1.2279 -4.3634 0.3 0.2 -0.1
H 2.8705 -0.4508 -4.8924 0.0 0.1 -0.1

***

Record 4
15
Properties=species:S:1:pos:R:3:forces:R:3 method="wB97M-V/def2-TZVPD" total_charge=0 homo_ev=-8.85 e_above_lowest_kj_mol=523.4
H -0.7304 -0.2699 -1.2904 -1.0 -0.3 2.5
N -1.0320 -0.7090 -0.3429 2.5 -2.9 -3.0
C -1.9768 -0.2920 0.3033 -1.1 3.2 -1.4
C -2.7121 0.9415 -0.1005 1.1 -1.1 -1.1
H -2.3949 -0.7343 1.1435 -0.1 -1.5 1.8
H -3.1628 0.6587 -1.0408 -1.0 0.4 0.0
H -3.2815 1.1935 0.7136 -2.3 0.9 1.3
H -2.0552 1.7506 -0.2954 0.9 0.7 -0.2
N 3.3762 -0.0225 -0.4690 0.9 -0.6 0.4
N 2.1238 0.3580 -0.5540 -1.0 0.7 -0.6
N 1.2248 -0.1058 0.1509 1.8 0.2 0.6
O 1.8003 -1.0222 1.0683 -1.8 -1.6 1.6
H 3.7494 -0.6541 0.2102 -0.4 -0.3 0.4
H 4.0387 0.4033 -1.0714 -0.1 0.5 -0.5
H 1.0325 -1.4958 1.5746 1.8 1.6 -1.8